C5H9NOS in the gas phase at a distorted geometry. Source: the OMol25 dataset; level of theory: the ωB97M-V functional and the def2-TZVPD basis.

Structure (ORCA input):
```
! RIJCOSX wB97M-V def2-TZVPD def2/J DEFGRID3
* xyz 0 3
C 1.0090 0.2777 0.2724
C 0.1999 0.9459 -0.8337
C -1.8260 0.4070 0.7666
C 2.4620 0.6678 0.4605
C -2.4029 -0.8378 0.2593
N 0.4803 -0.5597 1.0300
O -1.5905 -1.6557 -0.4247
S -1.1954 1.7687 -0.0451
H 0.7551 1.6406 -1.4671
H -0.3627 0.0330 -1.3840
H -2.3448 0.6531 1.6755
H 2.9638 -0.0430 1.0827
H 2.5392 1.5220 1.1156
H 2.9232 0.8467 -0.5865
H -3.1909 -0.3761 -0.5014
H -3.1573 -1.3179 1.0052
H -0.8106 -1.8741 0.2131
*
```

Calculated values
HOMO (spin up / spin down) (hartree): -0.2559 / -0.3348
Largest force on an atom (eV/Å): 4.8
Energy relative to the best compared isomer or geometry (same formula, charge and spin) (eV): 0.000
LUMO energy (spin up / spin down) (eV): 0.7 / -1.2
DFT total energy (eV): -19698.766

Atom charges from the natural (NBO) analysis, given in e for atoms 1 to 8: 0.16 -0.63 -0.38 -0.66 -0.12 -0.25 -0.72 0.31



C5H9NS in the gas phase at a distorted geometry. Source: the OMol25 dataset; level of theory: the ωB97M-V functional and the def2-TZVPD basis.

Structure (ORCA input):
```
! RIJCOSX wB97M-V def2-TZVPD def2/J DEFGRID3
* xyz 0 1
C 2.0591 0.2720 1.0189
C 1.7545 0.3434 -0.4421
C 0.4058 1.0481 -0.0834
C -0.8836 0.2960 0.0855
C -0.6704 -1.1611 0.4007
S -1.8740 -0.8332 -1.1920
N 1.0065 1.2261 1.2321
H 1.6001 -0.6665 1.4625
H 3.1103 0.2255 1.4643
H 2.5826 0.7818 -0.9814
H 1.5595 -0.5980 -0.9839
H 0.3101 2.2004 -0.3316
H -1.5988 0.6956 0.6460
H -1.1364 -1.6593 1.2650
H 0.2228 -1.7804 -0.0046
H 0.2957 0.7600 2.0339
*
```

Calculated values
HOMO (hartree): -0.3240
Largest force on an atom (eV/Å): 6.5
Energy relative to the best compared isomer or geometry (same formula, charge and spin) (eV): 4.095
LUMO energy (eV): 0.6
DFT total energy (eV): -17652.098

Atom charges from the natural (NBO) analysis, given in e for atoms 1 to 8: -0.23 -0.42 -0.09 -0.25 -0.43 -0.04 -0.58 0.16